A single C8H18NO6PS2 molecule, computed with the ωB97M-V functional and the def2-TZVPD basis.

Last column: natural (NBO) charge in e.
Element x y z (Å)
O (0.809, 0.117, 5.770)  -0.5795
O (2.037, 0.956, -3.120)  -1.1615
O (1.832, 1.239, 2.502)  -0.9100
O (-0.413, 1.739, 1.849)  -0.9421
O (0.161, 0.286, -4.634)  -0.7893
O (2.436, -1.013, -4.386)  -0.8096
S (0.788, -1.218, -1.799)  -0.1126
C (0.288, 0.579, 4.831)  0.6681
N (-0.196, 1.868, 4.936)  -0.6217
C (-0.641, 1.347, -4.013)  -0.2565
C (3.001, -0.257, -5.494)  -0.2735
C (0.571, 2.610, 5.953)  -0.4085
C (-1.521, -0.377, 3.789)  -0.6264
C (1.091, -0.038, -0.350)  -0.4662
C (0.454, -0.575, 0.935)  -0.6797
C (-0.041, -0.334, 3.725)  -0.5059
P (1.327, -0.238, -3.565)  2.1917
S (0.479, 0.616, 2.252)  2.0649
H (-0.363, 2.298, 4.071)  0.3993
H (-1.574, 1.574, -4.454)  0.1981
H (-0.057, 2.267, -4.121)  0.2030
H (-0.817, 1.177, -2.990)  0.1817
H (2.149, 0.081, -6.228)  0.1912
H (3.314, 0.672, -5.088)  0.2173
H (3.758, -0.872, -6.084)  0.2129
H (0.295, 3.652, 5.884)  0.2009
H (1.634, 2.455, 6.016)  0.2071
H (0.313, 2.304, 6.880)  0.2041
H (-2.029, -1.021, 4.544)  0.2508
H (-1.979, 0.588, 3.666)  0.2504
H (-1.811, -0.823, 2.874)  0.2092
H (2.146, 0.029, -0.180)  0.2441
H (0.739, 0.967, -0.764)  0.2788
H (0.933, -1.528, 1.391)  0.2483
H (-0.522, -0.803, 0.692)  0.2505
H (0.457, -1.273, 3.755)  0.2706

energy above the lowest of the compared OMol25 structures with the same formula, charge and spin: 65.9 kcal/mol
LUMO energy: -0.08 eV
highest occupied orbital energy: -9.858 eV
F_max: 5.5 eV Å⁻¹
energy: -1959.50904 Ha
gap between HOMO and LUMO: 9.8 eV



2 unconnected molecules or ions with the total composition C3H11NOS, computed with the ωB97M-V functional and the def2-TZVPD basis.

Last column: natural (NBO) charge in e.
Element x y z (Å)
C (1.698, -0.546, 1.771)  -0.6265
C (2.823, -0.030, 0.914)  -0.4929
S (2.414, 0.110, -0.892)  -0.0667
H (1.525, -1.624, 1.650)  0.2122
H (1.699, -0.361, 2.843)  0.2232
H (0.731, -0.156, 1.423)  0.2055
H (3.717, -0.640, 0.975)  0.2206
H (2.982, 1.009, 1.199)  0.2114
H (1.075, 0.056, -0.699)  0.1104
N (-2.288, -0.672, -1.451)  -0.8841
C (-2.149, 0.519, -0.665)  0.0865
O (-2.970, 1.596, -1.051)  -0.7212
H (-1.719, -0.862, -2.247)  0.3747
H (-3.183, -1.118, -1.437)  0.3735
H (-1.087, 0.772, -0.661)  0.1443
H (-2.447, 0.223, 0.338)  0.1659
H (-2.820, 1.725, -2.010)  0.4632

energy above the lowest of the compared OMol25 structures with the same formula, charge and spin: 20.3 kcal/mol
LUMO energy: 0.76 eV
highest occupied orbital energy: -9.081 eV
F_max: 2.1 eV Å⁻¹
energy: -649.04968 Ha
gap between HOMO and LUMO: 9.8 eV



2 unconnected molecules or ions with the total composition C3Br2ClFO, computed with the ωB97M-V functional and the def2-TZVPD basis.

Last column: natural (NBO) charge in e.
Element x y z (Å)
C (-1.428, -0.317, -1.214)  -0.1687
C (-1.766, -0.073, -0.084)  -0.1663
C (1.550, 0.045, 0.749)  0.8057
O (0.616, -0.614, 0.918)  -0.4915
F (2.732, 0.111, 1.376)  -0.3047
Cl (-0.923, -0.386, -2.733)  0.1503
Br (-2.327, -0.086, 1.666)  0.1871
Br (1.545, 1.319, -0.679)  -0.0120

energy above the lowest of the compared OMol25 structures with the same formula, charge and spin: 48.5 kcal/mol
LUMO energy: 0.41 eV
highest occupied orbital energy: -9.519 eV
F_max: 2.4 eV Å⁻¹
energy: -5897.54371 Ha
gap between HOMO and LUMO: 9.9 eV



A molecular structure, C6H31O10, computed with the ωB97M-V functional and the def2-TZVPD basis.

Last column: natural (NBO) charge in e.
Element x y z (Å)
C (-0.515, 0.909, 2.363)  -0.0647
O (-1.929, 1.000, 2.361)  -0.8066
C (-0.004, 0.070, 1.187)  -0.4538
C (1.469, 0.332, 0.887)  -0.4072
C (1.749, 1.725, 0.278)  -0.4050
C (1.037, 1.978, -1.063)  -0.4014
C (1.450, 0.993, -2.143)  -0.6314
H (-0.253, 0.425, 3.377)  0.1603
H (-0.202, 1.989, 2.259)  0.1782
H (-0.603, 0.322, 0.287)  0.2037
H (-0.150, -0.999, 1.378)  0.2208
H (2.085, 0.182, 1.784)  0.2010
H (1.813, -0.477, 0.176)  0.2212
H (1.494, 2.513, 0.987)  0.2080
H (2.794, 1.838, 0.155)  0.1868
H (1.294, 3.055, -1.394)  0.1899
H (-0.006, 1.959, -0.937)  0.2049
H (2.505, 0.950, -2.282)  0.2081
H (1.147, -0.067, -1.888)  0.2275
H (0.959, 1.212, -3.132)  0.1906
H (0.954, -4.355, 1.204)  0.4535
H (0.023, -3.175, 1.048)  0.5070
O (1.018, -3.420, 1.253)  -1.0032
H (-2.381, -1.729, 0.803)  0.5071
H (-1.857, -3.544, 0.188)  0.4630
O (-1.327, -2.814, 0.408)  -1.0927
H (-1.490, 0.918, -2.413)  0.4691
H (-1.456, -0.401, -1.763)  0.5088
O (-2.018, 0.393, -1.865)  -0.9894
H (3.274, -1.689, -1.380)  0.5082
H (3.709, -0.205, -0.961)  0.4558
O (4.023, -1.057, -1.402)  -0.9987
H (-3.087, -0.564, 0.113)  0.4778
H (-2.372, 0.173, 1.980)  0.5139
O (-3.070, -1.005, 1.017)  -1.0011
H (-1.553, 3.441, 2.214)  0.4621
H (-1.754, 3.635, 0.748)  0.5025
O (-1.403, 4.127, 1.537)  -0.9861
H (0.965, -2.215, -1.433)  0.5007
H (1.678, -2.922, -0.275)  0.4947
O (1.867, -2.628, -1.155)  -1.0358
H (-0.930, -2.316, -2.362)  0.4636
H (-0.952, -2.246, -0.667)  0.5031
O (-0.622, -1.779, -1.693)  -1.0634
H (-2.449, 1.722, 0.867)  0.4881
H (-2.358, 1.547, -0.686)  0.4939
O (-2.567, 2.197, 0.032)  -1.0335

energy above the lowest of the compared OMol25 structures with the same formula, charge and spin: 13.3 kcal/mol
charge: -1
LUMO energy: 2.79 eV
highest occupied orbital energy: -7.077 eV
F_max: 3.4 eV Å⁻¹
energy: -999.70380 Ha
gap between HOMO and LUMO: 9.9 eV